*a*
A molecular structure, C33H37N6O6PS3Ti, computed with the ωB97M-V functional and the def2-TZVPD basis.

Output
HOMO level = -0.287 Ha

Each line ends with the Löwdin charge.
CARTESIAN COORDINATES (ANGSTROEM)
Ti1 0.333 -0.983 -0.507  0.771
O1 5.873 -1.077 -0.683  0.058
C1 5.543 0.189 -0.384  -0.267
C2 6.584 1.104 -0.219  -0.016
C3 6.315 2.425 0.074  -0.081
C4 5.002 2.872 0.211  -0.085
C5 3.970 1.970 0.061  -0.013
C6 4.214 0.625 -0.230  -0.069
C7 3.069 -0.291 -0.369  -0.413
O2 1.881 0.150 -0.088  -0.177
N1 3.296 -1.524 -0.739  0.084
N2 2.113 -2.233 -0.816  -0.067
C8 2.186 -3.473 -1.096  -0.022
C9 1.026 -4.342 -1.197  -0.127
C10 1.208 -5.677 -1.565  -0.040
C11 0.136 -6.543 -1.660  -0.090
C12 -1.144 -6.073 -1.379  -0.070
C13 -1.355 -4.757 -1.012  0.005
C14 -0.274 -3.882 -0.922  -0.289
O3 -0.487 -2.621 -0.565  -0.249
H1 5.033 -1.584 -0.792  0.065
H2 7.598 0.744 -0.333  0.117
H3 7.138 3.119 0.193  0.103
H4 4.794 3.910 0.431  0.100
H5 2.942 2.289 0.149  0.087
H6 3.169 -3.909 -1.262  0.141
H7 2.213 -6.026 -1.775  0.112
H8 0.291 -7.574 -1.947  0.100
H9 -1.990 -6.746 -1.447  0.106
H10 -2.341 -4.373 -0.784  0.109
O4 0.981 -0.825 -2.403  -0.222
N3 0.429 -0.131 -3.394  -0.156
C15 1.174 0.083 -4.497  0.005
C16 0.641 0.748 -5.563  -0.050
C17 -0.685 1.196 -5.482  -0.064
C18 -1.413 0.977 -4.342  -0.075
C19 -0.840 0.299 -3.250  -0.610
S1 -1.576 0.008 -1.749  0.805
H11 2.179 -0.308 -4.444  0.145
H12 1.246 0.916 -6.441  0.109
H13 -1.131 1.719 -6.317  0.112
H14 -2.432 1.321 -4.241  0.114
C20 -2.252 1.884 4.249  -0.055
C21 -2.956 0.547 4.111  -0.440
C22 -2.101 -0.614 4.576  -0.086
O5 -3.438 0.423 2.748  -0.315
P1 -2.877 -0.432 1.523  -0.074
S2 -3.093 -2.366 1.686  0.337
S3 -0.984 0.284 1.266  0.422
O6 -3.837 0.053 0.364  -0.351
C23 -4.372 1.365 0.047  -0.438
C24 -3.408 2.510 0.280  -0.074
C25 -5.686 1.541 0.785  -0.044
H15 -1.975 2.063 5.289  0.084
H16 -2.906 2.693 3.919  0.079
H17 -1.349 1.892 3.638  0.054
H18 -3.878 0.555 4.695  0.142
H19 -1.167 -0.673 4.015  0.047
H20 -2.629 -1.562 4.479  0.056
H21 -1.861 -0.448 5.628  0.087
H22 -4.566 1.279 -1.024  0.134
H23 -3.170 2.619 1.339  0.068
H24 -3.883 3.431 -0.064  0.090
H25 -2.480 2.371 -0.271  0.030
H26 -5.510 1.621 1.857  0.076
H27 -6.345 0.693 0.601  0.086
H28 -6.181 2.451 0.439  0.083
N4 0.122 -2.659 2.205  -0.004
C26 0.616 -3.046 3.389  -0.089
C27 1.862 -2.468 3.516  -0.047
C28 2.027 -1.725 2.339  -0.115
N5 0.961 -1.847 1.559  -0.095
H29 -0.834 -2.777 1.859  0.014
H30 0.048 -3.684 4.044  0.123
H31 2.553 -2.564 4.335  0.094
H32 2.861 -1.112 2.045  0.113
C29 -0.940 5.152 -0.391  -0.083
C30 -0.954 4.830 -1.741  -0.070
C31 -0.283 3.689 -2.153  -0.151
N6 0.374 2.878 -1.326  0.084
C32 0.374 3.196 -0.034  -0.185
C33 -0.262 4.318 0.480  -0.064
H33 -1.452 6.035 -0.028  0.106
H34 -1.470 5.450 -2.462  0.100
H35 -0.272 3.413 -3.203  0.097
H36 0.896 2.511 0.624  0.071
H37 -0.230 4.519 1.543  0.106

=====

*b*
A molecular structure, C33H37N6O6PS3Ti, computed with the ωB97M-V functional and the def2-TZVPD basis.

Output
HOMO level = -0.269 Ha

Each line ends with the Löwdin charge.
CARTESIAN COORDINATES (ANGSTROEM)
Ti1 -0.230 -0.331 0.262  0.832
O1 0.782 3.374 -1.900  0.045
C1 -0.378 4.031 -1.731  -0.259
C2 -0.451 5.304 -2.304  -0.009
C3 -1.598 6.059 -2.199  -0.081
C4 -2.711 5.566 -1.518  -0.093
C5 -2.647 4.313 -0.951  -0.028
C6 -1.492 3.527 -1.040  -0.076
C7 -1.487 2.195 -0.417  -0.398
O2 -0.359 1.525 -0.399  -0.293
N1 -2.562 1.700 0.099  0.104
N2 -2.278 0.425 0.577  -0.042
C8 -3.312 -0.166 1.067  -0.038
C9 -3.327 -1.487 1.624  -0.139
C10 -4.535 -2.069 2.024  -0.031
C11 -4.557 -3.317 2.604  -0.086
C12 -3.350 -3.990 2.810  -0.075
C13 -2.147 -3.431 2.430  -0.023
C14 -2.119 -2.174 1.813  -0.309
O3 -0.977 -1.627 1.464  -0.277
H1 0.727 2.485 -1.499  0.033
H2 0.420 5.667 -2.834  0.119
H3 -1.630 7.043 -2.651  0.103
H4 -3.612 6.159 -1.434  0.098
H5 -3.493 3.904 -0.415  0.108
H6 -4.243 0.397 1.051  0.139
H7 -5.456 -1.518 1.869  0.115
H8 -5.492 -3.767 2.906  0.101
H9 -3.356 -4.966 3.279  0.107
H10 -1.211 -3.950 2.592  0.114
O4 -0.722 -0.884 -1.490  -0.279
N3 -1.313 -0.145 -2.454  -0.151
C15 -2.670 -0.121 -2.442  -0.061
C16 -3.358 0.616 -3.350  -0.054
C17 -2.616 1.351 -4.299  -0.060
C18 -1.259 1.257 -4.331  -0.087
C19 -0.525 0.437 -3.421  -0.727
S1 1.123 0.183 -3.508  0.645
H11 -3.116 -0.727 -1.668  0.130
H12 -4.436 0.636 -3.320  0.107
H13 -3.129 1.981 -5.015  0.110
H14 -0.670 1.789 -5.063  0.105
C20 1.370 3.733 1.612  -0.054
C21 2.862 3.480 1.629  -0.415
C22 3.540 3.790 0.310  -0.047
O5 3.193 2.118 2.044  -0.295
P1 2.534 0.744 1.603  -0.032
S2 2.270 0.473 -0.332  0.479
S3 0.763 0.401 2.489  0.436
O6 3.623 -0.284 2.126  -0.301
C23 4.394 -0.255 3.359  -0.431
C24 3.580 0.186 4.560  -0.069
C25 5.653 0.564 3.157  -0.045
H15 1.194 4.780 1.361  0.096
H16 0.920 3.523 2.582  0.078
H17 0.880 3.116 0.859  0.045
H18 3.320 4.075 2.421  0.141
H19 3.076 3.246 -0.511  0.047
H20 4.599 3.535 0.356  0.085
H21 3.449 4.859 0.106  0.090
H22 4.670 -1.304 3.485  0.139
H23 3.286 1.232 4.475  0.076
H24 4.192 0.076 5.457  0.087
H25 2.683 -0.420 4.676  0.063
H26 5.416 1.622 3.061  0.075
H27 6.177 0.238 2.258  0.087
H28 6.316 0.429 4.013  0.085
N4 1.417 -2.870 1.016  0.024
C26 2.277 -3.832 0.650  -0.075
C27 2.393 -3.766 -0.722  -0.043
C28 1.565 -2.703 -1.106  -0.147
N5 0.982 -2.176 -0.041  -0.108
H29 1.087 -2.598 1.929  0.134
H30 2.729 -4.484 1.377  0.119
H31 2.992 -4.394 -1.356  0.101
H32 1.378 -2.269 -2.076  0.074
C29 -0.232 -5.482 -2.668  -0.085
C30 -0.724 -4.383 -3.351  -0.063
C31 -1.620 -3.547 -2.700  -0.153
N6 -2.038 -3.739 -1.451  0.085
C32 -1.556 -4.800 -0.808  -0.146
C33 -0.656 -5.695 -1.367  -0.075
H33 0.471 -6.157 -3.139  0.106
H34 -0.419 -4.164 -4.365  0.107
H35 -2.016 -2.678 -3.214  0.097
H36 -1.912 -4.941 0.207  0.090
H37 -0.299 -6.538 -0.789  0.101

=====

Of the structures shown above, *a* is the most stable.